Record 1
Below is a 6-piece molecular cluster, BH14O5 overall, with properties calculated with ωB97M-V/def2-TZVPD.

Geometry (Å):
O -1.228 -2.984 1.820
O 2.803 1.385 2.266
O 2.648 0.586 -2.418
O -3.252 0.853 1.265
O -1.071 0.177 -3.447
B 0.042 0.096 0.218
H 0.033 1.327 -0.120
H -2.330 0.684 0.789
H 2.980 0.497 2.648
H -1.059 0.143 -2.525
H 1.094 -0.483 -0.122
H 2.058 1.223 1.826
H -0.857 -2.333 1.223
H -3.013 1.753 1.709
H -0.307 -0.014 1.335
H 2.027 0.416 -1.701
H -1.389 -2.467 2.617
H -0.477 -0.461 -3.793
H 2.141 0.211 -3.157
H -0.843 -0.608 -0.435

Output
- multiplicity = 1
- relative energy (zero: lowest compared OMol25 entry of this formula, charge and spin) (eV) = 0.658
- LUMO level (eV) = 3.232
- total charge = -1
- orbital gap (eV) = 9.20
- total energy (Ha) = -409.43834

Results of the Mulliken charge analysis, in e, for atoms 1 through 2: atom 1 (O): -0.71, atom 2 (O): -0.66



Record 2
Below is a 7-piece molecular cluster, H15NO6 overall, with properties calculated with ωB97M-V/def2-TZVPD.

Geometry (Å):
O 2.096 -0.776 0.879
O -1.331 1.283 -1.973
O -1.269 -1.387 0.492
O -1.642 -1.301 -2.137
O 0.094 -1.250 2.794
O 0.342 1.623 1.496
N 1.361 1.628 -1.129
H -1.380 -2.337 0.570
H -0.338 -2.027 3.153
H -0.969 -1.868 -2.503
H 0.891 0.999 1.976
H 1.682 1.072 -0.343
H -0.457 1.507 -2.336
H -1.547 -0.317 -2.178
H -0.518 -0.787 2.209
H -1.259 1.630 -1.079
H 2.164 -1.052 -0.036
H -1.777 -1.093 -0.299
H 1.013 2.427 -0.613
H -0.581 1.373 1.572
H 2.109 1.827 -1.774
H 1.317 -1.175 1.257

Output
- multiplicity = 1
- relative energy (zero: lowest compared OMol25 entry of this formula, charge and spin) (eV) = 1.007
- LUMO level (eV) = 0.378
- SMILES = N.O.O.O.O.O.O
- orbital gap (eV) = 10.51
- total energy (Ha) = -515.18248

Results of the Mulliken charge analysis, in e, for atoms 1 through 2: atom 1 (O): -0.68, atom 2 (O): -0.74



Record 3
Below is C42H37F5IrO4PTe as an isolated structure, with properties calculated with ωB97M-V/def2-TZVPD.

Geometry (Å):
Ir -0.342 -0.026 -0.446
Te -2.852 0.624 -1.899
P -1.020 2.307 1.282
F -2.492 1.567 -3.527
F -4.222 -0.127 -0.826
F -3.499 -0.607 -3.119
F -4.185 1.966 -1.924
F -1.911 -1.404 -1.070
O 0.935 -1.998 -1.478
O -0.672 -1.087 -4.495
O -0.279 0.046 -2.606
O -2.221 1.470 0.939
C -0.259 3.061 -0.169
C -0.587 4.151 -2.295
C 0.648 -2.187 -2.863
C -1.282 -5.474 -2.354
C 0.557 0.201 1.434
C -2.856 4.473 4.170
C -0.878 -5.170 -4.691
C 0.858 1.799 3.315
C 4.664 -3.417 4.790
C -2.501 3.469 3.280
C -1.185 5.919 3.214
C 1.541 -0.748 2.088
C -1.101 3.677 -1.103
C 2.001 -3.894 0.782
C 3.590 -3.776 5.590
C 3.446 -1.788 -5.474
C -2.194 5.695 4.140
C 1.620 3.459 -1.626
C 0.774 4.037 -2.559
C -0.078 -3.516 -3.118
C 1.949 1.062 3.813
C 4.372 -2.745 -3.487
C -0.198 -1.013 -3.385
C -1.476 3.684 2.356
C 2.138 -3.540 3.684
C 1.108 2.965 -0.433
C 3.206 -3.175 2.861
C -0.220 -3.982 -4.425
C 2.303 -0.115 3.241
C 4.540 -2.298 -4.791
C 2.997 -2.867 1.367
C 4.471 -3.123 3.444
C 2.017 -2.180 -3.565
C 2.322 -3.831 5.028
C 2.194 -1.727 -4.870
C 3.122 -2.683 -2.886
C 4.311 -3.013 0.590
C 2.478 -1.456 1.140
C -0.825 4.915 2.323
C 0.229 1.350 2.108
C -0.620 -4.278 -2.093
C -1.412 -5.928 -3.655
H 4.114 -2.889 -0.475
H 2.996 -3.029 -1.871
H 1.764 2.502 0.293
H -0.040 5.090 1.597
H 2.678 3.366 -1.836
H 2.699 -0.984 0.187
H 0.912 -1.535 2.548
H 2.516 1.443 4.655
H 0.172 -3.396 -5.243
H 0.548 2.718 3.793
H -0.580 -3.968 -1.054
H 4.758 -3.999 0.747
H 1.136 -3.597 3.279
H -0.681 6.877 3.180
H 3.561 -1.424 -6.489
H -2.472 6.478 4.836
H 1.467 -4.105 5.635
H -3.653 4.306 4.884
H 3.150 -0.667 3.625
H 5.328 -2.833 2.851
H -1.934 -6.854 -3.863
H -3.024 2.520 3.278
H 1.913 -3.751 -0.295
H 2.348 -4.913 0.976
H -1.703 -6.039 -1.531
H 0.293 -2.500 -0.959
H 5.662 -3.366 5.209
H -1.254 4.580 -3.033
H -0.977 -5.503 -5.718
H 1.168 4.379 -3.509
H 3.738 -4.016 6.635
H 5.214 -3.144 -2.933
H 1.001 -3.787 1.211
H -2.169 3.736 -0.917
H 5.038 -2.249 0.873
H 1.352 -1.311 -5.408
H 5.511 -2.346 -5.268

Output
- multiplicity = 6
- LUMO level (alpha / beta) (eV) = 2.326 / 1.280
- total charge = -1
- orbital gap (alpha / beta) (eV) = 6.75 / 7.21
- total energy (Ha) = -3136.65862

Results of the Mulliken charge analysis, in e, for atoms 1 through 2: atom 1 (Ir): 0.73, atom 2 (Te): 1.99